(1)
{"formula": "C32H46CeClF5O2P4Te", "method": "the ωB97M-V functional and the def2-TZVPD basis", "total_energy_ha": -4464.96314, "homo_lumo_gap_ev": [7.0, 6.9], "charge": 2, "elements": ["C", "H", "H", "C", "H", "O", "C", "H", "H", "C", "F", "Cl", "H", "C", "C", "H", "H", "H", "H", "H", "C", "C", "H", "C", "H", "C", "C", "H", "H", "H", "C", "F", "C", "H", "H", "Te", "C", "H", "H", "H", "C", "Ce", "C", "H", "P", "H", "C", "H", "C", "H", "C", "H", "C", "C", "C", "P", "C", "H", "H", "C", "C", "P", "H", "C", "C", "H", "H", "H", "P", "C", "H", "H", "H", "F", "H", "H", "H", "H", "H", "H", "H", "H", "C", "H", "F", "O", "C", "H", "C", "C", "F", "H"], "coordinates": [[-0.387970, 4.623370, -2.654185], [-6.365450, -4.110766, -4.060230], [1.248949, 0.251390, 3.552551], [-6.052814, 3.013081, 0.495973], [0.519415, 4.016867, -2.544805], [1.803700, -0.238726, -0.067423], [0.913240, -0.929540, -3.195546], [-0.281202, -3.758667, -3.719929], [0.501003, 2.409462, -1.222972], [-4.868558, -2.205331, 2.075085], [3.292633, 1.258469, 1.505477], [-0.315314, -2.406920, 2.019952], [1.751863, 1.894402, 3.115241], [-0.405148, 1.788939, -1.103668], [-3.246496, 4.448803, -1.951762], [-6.886174, -2.871165, 0.045726], [-0.454660, 5.332416, -1.817339], [-2.168800, 0.306292, 3.993250], [-3.563381, 1.577671, -1.004608], [1.160480, -3.651438, -0.598033], [0.946187, 1.307578, 3.570686], [-1.866415, 1.362724, 3.940838], [-7.731633, -4.044803, -1.972413], [-0.591973, 3.286336, 2.188146], [-5.924814, -4.391276, 5.128396], [-6.763437, -3.549084, -2.002835], [-4.291778, -2.261995, -2.087843], [-3.393744, 5.397179, -2.485711], [-3.041976, 4.644448, -0.892434], [-4.145675, -2.959432, -4.111305], [-2.735073, 1.130183, -1.590102], [3.157411, 1.769442, -1.098837], [1.405322, -3.197687, -1.568085], [1.904408, -0.665578, -2.804242], [-1.464608, 2.581684, -4.822776], [3.616117, 0.234595, -0.070713], [-5.622502, -3.771541, 4.282380], [-2.753073, 1.967902, 3.712139], [0.783848, 1.617099, 4.611300], [-2.291331, 4.169676, -4.959252], [-5.982227, -1.839893, 2.859729], [-0.269615, -0.350385, 0.396321], [-2.417800, -0.963995, 0.052656], [-3.935843, -5.019866, 3.765291], [-4.495964, -1.314858, 0.567780], [-1.481411, -2.426628, -3.883966], [-4.114893, -3.340885, 2.431071], [-1.676158, -3.642502, -2.597216], [-5.999205, -3.586747, -3.178818], [-7.146347, 2.431648, -1.277405], [-6.091942, 0.764767, -0.417168], [-0.617097, 3.926090, 3.081210], [-2.239027, -0.048047, -0.869202], [-5.258830, 2.561863, 1.556532], [-6.291776, -2.879605, -0.871276], [-1.856633, 3.600807, -2.691505], [-6.354937, -2.626499, 3.950575], [-7.231718, -2.351969, 4.539013], [-1.460747, 3.504489, 1.550553], [-5.217930, 0.332007, 0.601200], [-4.861118, 1.230020, 1.625941], [0.053474, -2.058810, -2.040259], [-6.480919, 0.046285, -1.142569], [-1.557511, 2.105759, -1.711695], [-4.502519, -4.123225, 3.517235], [-1.443019, 1.660605, 4.909946], [-0.343015, 5.182329, -3.599993], [-3.226094, -3.595761, 1.852985], [-0.613334, 1.511011, 2.628518], [-0.940088, -3.067887, -3.174449], [2.353231, -2.652764, -1.477754], [1.014441, -1.432225, -4.167923], [1.480900, -3.978539, -2.336098], [5.476696, 0.745849, -0.057085], [-4.280958, 0.868487, 2.480071], [-3.303212, -1.804708, -2.115707], [-6.559675, -0.949030, 2.605033], [0.316814, -0.014799, -3.313149], [-3.201882, 2.699066, -4.449388], [-2.021704, -2.009362, 0.040055], [-4.146640, 3.828238, -2.031844], [-6.359003, 4.057164, 0.440470], [-2.243094, 3.225345, -4.398945], [0.314521, 3.500798, 1.603480], [3.964313, -1.314246, 0.973122], [-3.184503, 0.792710, -2.923737], [-5.053757, -2.211812, -0.903782], [-4.966819, 3.254988, 2.348680], [-4.760676, -2.941510, -3.209482], [-6.484222, 2.103009, -0.476098], [3.877458, -0.766812, -1.686395], [-3.935068, 0.168125, -2.866254]], "forces_ev_per_a": [[0.1, 0.4, 0.0], [0.1, 0.1, 0.2], [0.0, 0.2, 0.1], [0.1, -0.4, -0.1], [-0.3, 0.1, -0.1], [1.2, 0.3, 0.0], [-0.1, 0.1, -0.2], [-0.3, 0.2, 0.1], [-0.6, 0.0, 0.1], [-0.3, -0.3, 0.6], [0.7, -0.7, -1.1], [-0.1, 0.3, -0.1], [-0.2, -0.1, 0.1], [0.2, -0.3, 0.4], [-0.1, 0.4, -0.1], [0.1, 0.0, -0.3], [0.1, -0.2, -0.2], [0.0, 0.3, 0.2], [0.1, 0.0, -0.4], [0.2, 0.0, -0.3], [0.1, -0.2, 0.0], [-0.3, -0.4, 0.0], [0.2, 0.1, 0.0], [-0.1, 0.1, -0.1], [0.1, 0.2, -0.3], [0.2, 0.1, -0.2], [0.0, 0.0, 0.3], [-0.1, -0.2, 0.2], [0.0, 0.0, -0.2], [-0.2, -0.1, 0.3], [-0.6, 1.0, -0.2], [0.7, -1.0, 0.6], [-0.2, -0.3, 0.1], [-0.4, -0.1, -0.2], [-0.1, 0.2, 0.1], [0.1, -0.3, 0.0], [0.1, 0.2, -0.4], [0.3, -0.1, 0.1], [0.2, 0.0, -0.3], [0.0, -0.3, 0.1], [0.1, -0.1, -0.2], [3.8, 0.0, -0.2], [-7.6, -1.0, -1.3], [-0.1, 0.3, 0.0], [2.1, 0.1, -0.5], [0.1, -0.1, 0.2], [-0.2, 0.2, -0.1], [0.2, 0.0, -0.3], [0.0, 0.3, 0.4], [0.1, -0.1, 0.2], [0.3, -0.1, 0.2], [0.0, -0.2, -0.2], [1.2, -1.1, 0.9], [-0.1, 0.1, 0.1], [0.1, 0.1, -0.1], [0.4, -0.9, 0.3], [0.1, 0.0, 0.0], [0.3, 0.0, -0.2], [0.2, 0.0, 0.2], [-0.6, 0.5, 0.0], [0.1, -0.2, -0.2], [1.2, 0.3, 0.0], [0.2, 0.3, 0.1], [-0.2, -0.1, -0.3], [-0.1, 0.1, 0.0], [-0.2, 0.0, -0.3], [0.1, -0.1, 0.3], [-0.2, -0.1, 0.2], [0.4, 0.7, 0.5], [-0.6, -0.2, 0.1], [-0.3, -0.2, 0.0], [0.1, 0.2, 0.2], [0.2, 0.1, 0.3], [-2.6, -0.7, 0.0], [-0.1, 0.2, -0.3], [-0.3, -0.2, -0.1], [0.1, -0.3, 0.1], [0.2, -0.2, -0.1], [0.2, 0.1, 0.0], [0.6, 1.0, 0.5], [0.2, 0.1, 0.0], [0.1, -0.3, 0.0], [-0.2, 0.1, -0.2], [-0.2, -0.1, 0.2], [0.2, 1.4, -0.9], [-0.1, -0.3, 0.8], [-0.4, -0.3, -0.3], [-0.1, -0.2, -0.2], [-0.1, 0.0, 0.0], [0.0, 0.1, 0.1], [0.1, 1.0, 1.5], [0.4, 0.4, 0.0]]}

(2)
{"formula": "CH2N3", "method": "the ωB97M-V functional and the def2-TZVPD basis", "total_energy_ha": -202.92812, "homo_lumo_gap_ev": [5.8, 4.6], "charge": 1, "elements": ["H", "N", "H", "N", "C", "N"], "coordinates": [[-0.417508, 0.400833, -0.438869], [0.790111, -1.152368, 4.300952], [1.053034, -0.841771, -0.504634], [0.095911, -0.599329, 3.541174], [0.268494, -0.263900, 0.002482], [-0.748879, -0.164586, 2.837054]], "forces_ev_per_a": [[-1.3, 0.9, -0.4], [-0.3, 0.8, -0.7], [-0.1, -0.3, 0.3], [0.1, -1.2, 1.0], [1.3, -0.6, 0.5], [0.4, 0.3, -0.7]]}